Entry 1:
A 2-piece molecular cluster, C7H8NO3S overall at a distorted geometry. Source: OMol25; level of theory: wB97M-V/def2-TZVPD.

Values from the calculation:
Orbital gap (alpha / beta) (eV): 8.3290 / 5.8773
Energy above the lowest of the compared OMol25 structures with the same formula, charge and spin (kcal/mol): 102.4
LUMO (alpha / beta) (Ha): 0.115 / 0.080
2S+1: 1
Net charge: -1
DFT total energy (Ha): -950.0714
HOMO energy (alpha / beta) (eV): -5.2 / -3.7

Atoms and positions in Å:
1 C 1.628 0.489 1.330
2 C 2.299 0.730 0.161
3 C 0.455 -0.438 1.289
4 C 2.562 -0.410 -0.689
5 C 0.736 -1.580 0.151
6 C -0.345 -0.545 0.091
7 C -0.460 0.520 -0.943
8 N 1.821 -1.445 -0.634
9 O -4.495 -0.969 -0.304
10 O -4.288 1.097 1.039
11 O -3.577 1.075 -1.318
12 S -3.757 0.299 -0.096
13 H 1.849 1.232 2.003
14 H 2.916 1.587 0.258
15 H 0.164 -0.947 2.217
16 H 3.444 -0.512 -1.338
17 H 0.457 -2.536 0.313
18 H -0.802 0.129 -1.910
19 H 0.533 1.032 -1.019
20 H -1.138 1.190 -0.601

***

Entry 2:
A 2-piece molecular cluster, C7H8NO3S overall at a distorted geometry. Source: OMol25; level of theory: wB97M-V/def2-TZVPD.

Values from the calculation:
Orbital gap (alpha / beta) (eV): 8.7611 / 8.6617
Energy above the lowest of the compared OMol25 structures with the same formula, charge and spin (kcal/mol): 91.0
LUMO (alpha / beta) (Ha): 0.140 / 0.137
2S+1: 1
Net charge: -1
DFT total energy (Ha): -950.0897
HOMO energy (alpha / beta) (eV): -4.9 / -4.9

Atoms and positions in Å:
1 C -2.249 -1.292 -2.413
2 C -1.185 -1.354 -1.948
3 C 0.995 2.105 -0.294
4 C 1.073 -1.681 2.445
5 C 0.333 -1.142 1.420
6 C 1.566 3.061 0.459
7 C 0.852 -0.038 0.590
8 N 0.420 1.119 0.519
9 O 1.451 -2.105 -0.990
10 O 1.899 0.122 -1.795
11 O 3.364 -0.777 -0.082
12 S 2.019 -0.786 -0.689
13 H -3.101 -1.413 -3.025
14 H -0.223 -1.284 -1.455
15 H 0.772 1.930 -1.253
16 H 0.699 -2.294 3.162
17 H 2.007 -1.221 2.643
18 H -0.630 -1.448 1.084
19 H 1.518 2.879 1.542
20 H 1.961 3.988 0.118

***

Entry 3:
An isolated ion of composition C7H8NO4 and charge -1 at a distorted geometry. Source: OMol25; level of theory: wB97M-V/def2-TZVPD.

Values from the calculation:
Orbital gap (eV): 7.0593
Energy above the lowest of the compared OMol25 structures with the same formula, charge and spin (kcal/mol): 70.0
LUMO (Ha): 0.125
2S+1: 1
Net charge: -1
DFT total energy (Ha): -627.2131
HOMO energy (eV): -3.7

Atoms and positions in Å:
1 C -1.871 -0.013 1.096
2 C -1.191 0.929 0.480
3 C 0.386 2.379 -0.547
4 C 2.721 -1.461 0.510
5 C 0.133 1.364 0.462
6 C 1.840 -0.228 0.125
7 C 1.476 -0.224 -1.308
8 N 1.788 2.667 -0.948
9 O 2.047 -2.447 0.483
10 O -0.474 3.028 -1.084
11 O 3.865 -1.343 0.745
12 O 1.144 0.478 0.898
13 H -2.987 -0.050 0.916
14 H -1.529 -0.948 1.577
15 H -1.731 1.706 -0.137
16 H 0.366 -0.435 -1.295
17 H 2.097 -0.938 -1.870
18 H 1.626 0.750 -1.811
19 H 2.478 2.443 -0.244
20 H 1.981 3.608 -1.163

***

Entry 4:
An isolated ion of composition C7H8NO4P and charge -2 at a distorted geometry. Source: OMol25; level of theory: wB97M-V/def2-TZVPD.

Values from the calculation:
Orbital gap (eV): 5.4578
Energy above the lowest of the compared OMol25 structures with the same formula, charge and spin (kcal/mol): 37.4
LUMO (Ha): 0.208
2S+1: 1
Net charge: -2
DFT total energy (Ha): -968.6572
HOMO energy (eV): 0.2
SMILES: O=[P@]([O-])(Nc1ccccc1)OC[O-]

Atoms and positions in Å:
1 O -1.976 2.501 -0.477
2 P -2.379 1.308 0.224
3 O -2.999 1.434 1.562
4 N -1.056 0.205 0.533
5 C 0.116 0.147 0.004
6 C 0.974 -0.902 0.353
7 C 2.291 -0.893 -0.021
8 C 2.842 0.075 -0.930
9 C 1.986 1.085 -1.265
10 C 0.674 1.135 -0.771
11 O -3.220 0.381 -0.801
12 C -3.738 -1.016 -0.330
13 O -4.052 -1.793 -1.290
14 H -1.132 -0.406 1.343
15 H 0.628 -1.722 0.860
16 H 2.830 -1.834 0.216
17 H 3.778 -0.054 -1.566
18 H 2.375 1.985 -1.803
19 H 0.117 1.934 -0.830
20 H -4.715 -0.644 0.321
21 H -2.922 -1.486 0.392

***

Entry 5:
An isolated molecule of C7H8O at a distorted geometry. Source: OMol25; level of theory: wB97M-V/def2-TZVPD.

Values from the calculation:
Orbital gap (eV): 10.2006
Energy above the lowest of the compared OMol25 structures with the same formula, charge and spin (kcal/mol): 75.0
LUMO (Ha): 0.035
2S+1: 1
DFT total energy (Ha): -346.6560
HOMO energy (eV): -9.2
SMILES: C1=C[C@@H]2O[C@@H]2C=CC1

Atoms and positions in Å:
1 C 1.063 -1.202 -0.331
2 C -0.200 -1.520 -0.291
3 C -1.292 -0.792 0.379
4 O -2.137 -0.148 -0.598
5 C -1.419 0.693 0.373
6 C -0.406 1.524 -0.334
7 C 0.887 1.226 -0.306
8 C 1.586 0.040 0.375
9 H 1.809 -1.799 -1.035
10 H -0.655 -2.446 -0.629
11 H -1.752 -1.428 1.149
12 H -2.082 1.106 1.097
13 H -0.779 2.451 -0.772
14 H 1.496 2.022 -0.750
15 H 1.235 0.158 1.476
16 H 2.646 0.116 0.200

***

Entry 6:
A 2-piece molecular cluster, C7H8O overall at a distorted geometry. Source: OMol25; level of theory: wB97M-V/def2-TZVPD.

Values from the calculation:
Orbital gap (eV): 8.0815
Energy above the lowest of the compared OMol25 structures with the same formula, charge and spin (kcal/mol): 143.7
LUMO (Ha): -0.026
2S+1: 1
DFT total energy (Ha): -346.5466
HOMO energy (eV): -8.8

Atoms and positions in Å:
1 C -2.648 1.010 -1.062
2 C -1.523 0.864 -0.678
3 C -0.305 -0.457 2.220
4 C 1.360 -1.216 -1.729
5 C 0.190 0.482 1.412
6 C 0.665 -0.977 -0.617
7 C 0.640 0.306 0.045
8 O 1.392 1.273 -0.512
9 H -3.633 1.187 -1.398
10 H -0.621 -0.212 3.218
11 H -0.437 -1.484 1.914
12 H 1.343 -2.181 -2.203
13 H 1.962 -0.452 -2.190
14 H 0.275 1.498 1.788
15 H 0.052 -1.746 -0.174
16 H 1.287 2.105 -0.032

***

Entry 7:
C7H8O as an isolated structure at a distorted geometry. Source: OMol25; level of theory: wB97M-V/def2-TZVPD.

Values from the calculation:
Orbital gap (eV): 7.8289
Energy above the lowest of the compared OMol25 structures with the same formula, charge and spin (kcal/mol): 154.4
LUMO (Ha): -0.018
2S+1: 1
DFT total energy (Ha): -346.5295
HOMO energy (eV): -8.3

Atoms and positions in Å:
1 C -1.032 0.333 -1.786
2 C -0.097 -0.036 -0.631
3 C 0.635 0.819 0.004
4 C 1.020 0.069 1.241
5 C 1.359 0.877 2.316
6 C 0.875 -1.328 0.871
7 C 0.198 -1.343 -0.389
8 H -2.473 -0.521 -1.265
9 H -1.860 1.341 -1.516
10 H -0.728 0.479 -2.849
11 H 1.010 1.977 -0.191
12 H 1.421 0.295 3.571
13 H 1.043 2.016 2.238
14 H 1.044 -2.162 1.488
15 H -0.336 -2.085 -1.116
16 O -2.077 -0.730 -1.986

***

Entry 8:
C7H8O as an isolated structure at a distorted geometry. Source: OMol25; level of theory: wB97M-V/def2-TZVPD.

Values from the calculation:
Orbital gap (eV): 9.0858
Energy above the lowest of the compared OMol25 structures with the same formula, charge and spin (kcal/mol): 107.6
LUMO (Ha): 0.037
2S+1: 1
DFT total energy (Ha): -346.6040
HOMO energy (eV): -8.1

Atoms and positions in Å:
1 C 1.688 -0.089 0.132
2 C 1.044 1.241 -0.154
3 C -0.457 0.707 -0.225
4 C -1.805 1.040 -0.130
5 C -2.540 -0.158 0.064
6 C -0.389 -0.646 -0.310
7 C 0.968 -1.376 -0.204
8 H 1.911 -0.504 1.172
9 H 2.679 0.119 -0.252
10 H 1.227 1.697 -1.021
11 H 1.235 1.879 0.670
12 H -2.452 2.039 0.126
13 H -3.635 -0.526 0.312
14 H 0.642 -2.052 0.918
15 H 1.571 -2.181 -0.951
16 O -1.687 -1.189 -0.146